1.
Below is one molecule with the formula C4H11N3, with properties calculated with ωB97M-V/def2-TZVPD.

XYZ file:
```
18
Properties=species:S:1:pos:R:3
N -1.094 0.590 -0.259
N 1.802 -1.434 -1.015
N -3.307 0.373 0.671
C -2.420 0.880 -0.078
C 1.888 -0.083 -0.518
C 1.127 0.127 0.788
C -0.362 -0.216 0.689
H 2.213 -1.536 -1.938
H -2.727 1.514 -0.927
H -0.462 -1.263 0.384
H -0.792 -0.173 1.687
H 1.587 -0.515 1.543
H 2.915 0.221 -0.355
H 1.139 1.158 1.148
H -3.125 0.275 1.663
H 0.845 -1.692 -1.250
H -0.697 1.105 -1.024
H 1.470 0.669 -1.211
```

Values from the calculation:
- charge = 0
- structure (SMILES) = [H]/N=C\NCCCN

=====

2.
Below is one molecule with the formula C4H11N3, with properties calculated with ωB97M-V/def2-TZVPD.

XYZ file:
```
18
Properties=species:S:1:pos:R:3
N -2.320 0.917 -0.390
N -0.361 0.825 0.903
N 0.594 -0.803 -0.699
C -0.190 -1.959 -0.359
C 0.986 -0.075 0.416
C 2.104 0.912 0.130
C -1.003 1.046 -0.235
H -1.134 -1.756 0.210
H 0.363 -2.689 0.262
H -2.729 1.061 -1.299
H -2.854 0.366 0.266
H 2.274 1.582 0.975
H 3.019 0.349 -0.061
H -0.494 -2.481 -1.270
H 1.220 -0.642 1.340
H 1.882 1.501 -0.763
H -0.449 1.443 -1.073
H -0.905 0.405 1.646
```

Values from the calculation:
- charge = 0

=====

According to the calculations, the structures order from most to least stable as 1, 2.

=====

1.
Below is a 2-piece molecular cluster, C4H11N3 overall, with properties calculated with ωB97M-V/def2-TZVPD.

XYZ file:
```
18
Properties=species:S:1:pos:R:3
N -2.436 -1.598 -1.454
N 0.878 -0.585 0.619
N -2.932 0.628 -1.042
C -2.087 -0.265 -1.376
C 1.512 0.671 0.266
C 2.943 0.703 0.811
C -0.126 -0.520 1.376
H -3.427 -1.716 -1.283
H -2.514 1.527 -1.170
H -1.081 0.013 -1.691
H -0.674 -1.419 1.642
H 0.950 1.547 0.615
H 3.460 1.602 0.478
H 3.455 -0.178 0.427
H 1.558 0.718 -0.825
H -0.578 0.434 1.669
H -1.841 -2.251 -0.962
H 2.939 0.690 1.899
```

Values from the calculation:
- charge = 0
- structure (SMILES) = [H]/N=C/N.C=NCC

=====

2.
Below is one molecule with the formula C4H11N3, with properties calculated with ωB97M-V/def2-TZVPD.

XYZ file:
```
18
Properties=species:S:1:pos:R:3
N 1.524 -1.428 -2.092
N -0.425 -1.247 -0.884
N 0.667 1.511 1.740
C -1.037 -0.770 0.347
C 0.006 1.590 0.430
C 0.826 -1.411 -0.874
C -1.247 0.742 0.254
H 0.818 -1.262 -2.798
H 0.984 0.552 1.836
H -0.427 -0.953 1.245
H 1.377 -1.340 0.067
H -2.083 1.028 0.904
H -0.010 1.670 2.479
H -1.973 -1.308 0.452
H 0.724 1.258 -0.324
H -0.180 2.637 0.203
H -1.635 0.979 -0.746
H 2.091 -2.249 -2.241
```

Values from the calculation:
- charge = 0
- structure (SMILES) = N/C=N/CCCN

=====

3.
Below is one molecule with the formula C4H11N3, with properties calculated with ωB97M-V/def2-TZVPD.

XYZ file:
```
18
Properties=species:S:1:pos:R:3
N 1.510 -0.528 -0.285
N -2.181 0.603 0.560
N 0.754 0.191 -2.404
C 0.202 -0.987 0.180
C -1.196 0.658 1.648
C 1.667 0.140 -1.335
C -0.031 -0.365 1.580
H -0.762 1.662 1.632
H 0.998 0.827 -3.149
H 0.278 -2.078 0.305
H 0.897 0.068 1.948
H -0.639 -0.618 -0.410
H 2.580 0.716 -1.518
H -0.226 0.022 -2.280
H -2.730 -0.250 0.513
H -1.721 0.655 2.596
H -2.909 1.299 0.685
H -0.272 -1.113 2.315
```

Values from the calculation:
- charge = 0
- structure (SMILES) = N/C=N\CCCN

=====

According to the calculations, the structures order from most to least stable as 2, 3, 1.

=====

1.
Below is a 2-piece molecular cluster, C2HBrF2S overall, with properties calculated with ωB97M-V/def2-TZVPD.

XYZ file:
```
7
Properties=species:S:1:pos:R:3
Br -2.613 1.105 0.341
S 0.417 0.430 2.049
F -0.257 -1.865 -0.203
F 0.551 -0.488 -1.795
C 0.547 0.353 0.344
C 0.343 -0.668 -0.502
H 1.012 1.132 -0.234
```

Values from the calculation:
- charge = 0

=====

2.
Below is one molecule with the formula C2HBrF2S, with properties calculated with ωB97M-V/def2-TZVPD.

XYZ file:
```
7
Properties=species:S:1:pos:R:3
Br 0.624 -2.136 0.815
S -0.847 1.146 1.759
F -0.018 1.489 -0.925
F -1.624 0.071 -0.583
C -0.432 0.468 -0.103
C 0.655 -0.580 -0.220
H 1.642 -0.459 -0.743
```

Values from the calculation:
- charge = 0

=====

3.
Below is one molecule with the formula C2HBrF2S, with properties calculated with ωB97M-V/def2-TZVPD.

XYZ file:
```
7
Properties=species:S:1:pos:R:3
Br 3.546 -0.051 -0.144
S 1.481 -1.503 0.599
F -0.595 -0.090 1.804
F -0.839 -2.253 -0.975
C -0.189 -1.896 0.181
C -0.103 -0.452 0.620
H 0.048 0.438 -0.137
```

Values from the calculation:
- charge = 0

=====

According to the calculations, the structures order from most to least stable as 2, 3, 1.

=====

1.
Below is one molecule with the formula C3H3BrO2, with properties calculated with ωB97M-V/def2-TZVPD.

XYZ file:
```
9
Properties=species:S:1:pos:R:3
Br -2.429 -0.124 0.008
O 0.820 -2.369 -0.156
O 1.624 -0.159 -0.234
C 0.828 -1.213 -0.035
C -0.718 0.780 -0.318
C 0.406 0.069 0.528
H -0.702 1.902 -0.056
H -0.410 0.913 -1.277
H 0.581 0.199 1.542
```

Values from the calculation:
- charge = 0
- structure (SMILES) = O=C1O[C@H]1CBr

=====

2.
Below is a 2-piece molecular cluster, C3H3BrO2 overall, with properties calculated with ωB97M-V/def2-TZVPD.

XYZ file:
```
9
Properties=species:S:1:pos:R:3
Br -1.462 -0.631 1.828
O 1.232 -0.374 1.236
O -0.024 1.459 0.880
C -0.445 -0.747 -2.292
C -0.233 -0.573 -1.098
C 0.042 0.128 0.865
H 1.826 0.151 1.747
H -0.439 -1.206 -3.230
H -0.497 1.792 0.066
```

Values from the calculation:
- charge = 0

=====

3.
Below is C3H3BrO2 as an isolated structure, with properties calculated with ωB97M-V/def2-TZVPD.

XYZ file:
```
9
Properties=species:S:1:pos:R:3
Br 2.346 -0.158 -0.645
O 0.391 0.970 1.142
O -1.105 -2.054 -0.841
C 0.556 0.073 0.067
C -0.500 -1.682 0.084
C -0.170 1.344 -0.146
H 0.156 2.295 -0.704
H -1.199 1.077 -0.098
H -0.475 -1.866 1.140
```

Values from the calculation:
- charge = 0

=====

4.
Below is a 2-piece molecular cluster, C3H3BrO2 overall, with properties calculated with ωB97M-V/def2-TZVPD.

XYZ file:
```
9
Properties=species:S:1:pos:R:3
Br -0.706 2.318 0.642
O -0.009 -0.806 -2.860
O 0.629 -1.377 0.278
C 0.593 -1.749 -2.578
C -0.212 0.662 1.308
C 0.251 -0.251 0.181
H 0.359 0.949 2.178
H -1.160 0.076 1.679
H 0.255 0.178 -0.828
```

Values from the calculation:
- charge = 0

=====

According to the calculations, the structures order from most to least stable as 4, 1, 3, 2.

=====

1.
Below is one molecule with the formula C3H3BrO2, with properties calculated with ωB97M-V/def2-TZVPD.

XYZ file:
```
9
Properties=species:S:1:pos:R:3
Br 3.074 -0.356 0.015
O 0.519 -0.645 -1.309
O 1.819 2.452 0.216
C 0.086 -0.703 0.004
C 1.297 0.109 -0.401
C 1.025 1.647 -0.304
H 0.058 1.881 -0.512
H -0.818 -0.112 0.128
H 0.133 -1.621 0.687
```

Values from the calculation:
- charge = 0
- structure (SMILES) = O=C[C@@]1(Br)CO1

=====

2.
Below is one molecule with the formula C3H3BrO2, with properties calculated with ωB97M-V/def2-TZVPD.

XYZ file:
```
9
Properties=species:S:1:pos:R:3
Br -0.159 -2.292 0.259
O 0.732 0.002 1.539
O -1.422 0.109 0.772
C -0.084 -0.288 0.502
C 0.513 0.331 -0.940
C 1.002 0.817 -1.951
H 0.173 0.264 2.330
H -2.081 -0.294 0.213
H 1.326 1.353 -2.724
```

Values from the calculation:
- charge = 0
- structure (SMILES) = C#CC(O)(O)Br

=====

3.
Below is one molecule with the formula C3H3BrO2, with properties calculated with ωB97M-V/def2-TZVPD.

XYZ file:
```
9
Properties=species:S:1:pos:R:3
Br -0.975 1.758 -1.840
O 0.460 -0.684 -1.543
O 1.436 1.047 -0.375
C 0.268 0.462 -0.787
C -1.027 0.465 1.708
C -0.567 0.276 0.605
H -0.222 -1.332 -1.266
H 2.268 1.120 -0.820
H -1.579 0.350 2.592
```

Values from the calculation:
- charge = 0
- structure (SMILES) = C#CC(O)(O)Br

=====

According to the calculations, the structures order from most to least stable as 1, 2, 3.

=====

1.
Below is a 2-piece molecular cluster, C5H10O2 overall, with properties calculated with ωB97M-V/def2-TZVPD.

XYZ file:
```
17
Properties=species:S:1:pos:R:3
O 0.623 2.177 -0.629
O -0.668 -2.251 -0.075
C -1.299 -1.103 0.479
C 0.965 -0.113 -0.926
C -0.526 1.237 0.946
C -0.260 -0.106 0.906
C 1.462 1.227 -0.742
H 1.621 -0.982 -0.878
H -1.895 -1.393 1.357
H 1.648 0.819 -1.879
H 0.044 -0.239 -1.484
H 0.015 1.899 1.607
H 0.521 -0.504 1.550
H 2.489 1.291 -0.342
H -1.436 1.640 0.519
H -1.342 -2.930 -0.207
H -1.985 -0.634 -0.246
```

Values from the calculation:
- charge = 0

=====

2.
Below is C5H10O2 as an isolated structure, with properties calculated with ωB97M-V/def2-TZVPD.

XYZ file:
```
17
Properties=species:S:1:pos:R:3
O -1.220 0.491 0.009
O -0.189 2.330 1.880
C -1.259 -1.165 -0.828
C 0.123 0.794 0.044
C 0.989 -0.529 -0.371
C 0.078 -1.195 -1.344
C 0.548 1.215 1.442
H -1.434 -1.624 0.133
H 1.102 -1.125 0.532
H 1.600 1.501 1.451
H 0.373 1.596 -0.671
H 1.972 -0.292 -0.780
H 0.188 -0.861 -2.375
H -1.105 2.111 1.666
H -0.122 -2.350 -1.352
H -2.073 -1.244 -1.548
H 0.426 0.346 2.110
```

Values from the calculation:
- charge = 0

=====

3.
Below is one molecule with the formula C5H10O2, with properties calculated with ωB97M-V/def2-TZVPD.

XYZ file:
```
17
Properties=species:S:1:pos:R:3
O 0.396 0.725 -0.529
O 1.207 0.381 0.626
C 1.240 1.513 1.471
C -0.095 1.816 2.125
C -0.125 -1.175 -1.793
C -0.372 -0.395 -0.749
C -0.892 -2.417 -2.112
H 1.989 1.223 2.217
H 0.015 2.635 2.843
H 1.629 2.377 0.916
H 0.712 -0.903 -2.432
H -1.158 -0.572 -0.014
H -0.828 2.121 1.375
H -1.705 -2.583 -1.398
H -0.476 0.935 2.653
H -0.225 -3.286 -2.076
H -1.312 -2.395 -3.122
```

Values from the calculation:
- charge = 0
- structure (SMILES) = C/C=C/OOCC

=====

According to the calculations, the structures order from most to least stable as 2, 3, 1.